# 1
Formula: C35H25Br3Cl2HgN6O5
Source: OMol25
Level of theory: the ωB97M-V functional and the def2-TZVPD basis

Values from the calculation:
Multiplicity: 2
Energy above the lowest of the compared OMol25 structures with the same formula, charge and spin (kJ/mol): 74.9
Molar mass (g/mol): 1120.83
Calculated total energy (Ha): -10849.50738
Total charge: -1
HOMO-LUMO gap (alpha / beta) (eV): 5.309 / 7.411

Each line ends with the Mulliken spin population.
Positions of all 77 atoms, in Å:
Hg (0.43, 0.56, -0.29)  -0.002
Br (-0.82, -1.62, -6.81)  0.002
C (-0.45, -1.07, -5.02)  -0.005
C (-0.24, -2.05, -4.03)  0.208
C (0.07, -1.59, -2.76)  -0.088
N (0.16, -0.31, -2.43)  0.149
C (-0.06, 0.65, -3.39)  0.122
C (-0.36, 0.26, -4.72)  0.072
C (0.02, 2.01, -2.98)  0.127
C (-0.35, 3.09, -3.82)  0.053
C (-0.26, 4.36, -3.35)  0.013
Br (-0.79, 5.82, -4.47)  0.002
C (0.20, 4.63, -2.05)  0.184
C (0.53, 3.53, -1.29)  -0.068
N (0.46, 2.28, -1.70)  0.147
H (-0.31, -3.10, -4.26)  0.028
H (0.26, -2.30, -1.97)  -0.008
H (-0.49, 1.00, -5.48)  0.022
H (-0.72, 2.90, -4.82)  0.022
H (0.28, 5.63, -1.67)  0.023
H (0.88, 3.67, -0.27)  0.000
N (2.96, 0.84, -0.11)  0.007
C (3.51, -0.43, 0.39)  -0.001
C (2.53, -1.62, 0.18)  0.000
O (2.99, -2.74, 0.05)  0.000
O (1.29, -1.32, 0.21)  0.003
H (3.23, 0.98, -1.08)  0.001
H (3.32, 1.63, 0.42)  -0.001
H (3.66, -0.36, 1.47)  0.000
H (4.47, -0.69, -0.07)  0.000
C (0.45, -0.38, 3.52)  0.000
O (-0.22, -1.03, 2.46)  0.001
C (-1.03, -2.09, 2.71)  0.001
C (-1.36, -2.54, 3.98)  0.000
C (-2.22, -3.63, 4.10)  0.000
Br (-2.62, -4.27, 5.84)  0.000
C (-2.79, -4.24, 3.01)  0.000
C (-2.46, -3.79, 1.73)  0.000
C (-1.55, -2.74, 1.57)  -0.004
O (-1.16, -2.35, 0.34)  -0.007
C (-3.05, -4.46, 0.58)  -0.001
N (-3.74, -5.57, 0.63)  0.000
C (-4.08, -5.86, -0.66)  -0.001
C (-4.79, -6.93, -1.20)  0.000
C (-4.97, -6.96, -2.57)  0.000
C (-4.46, -5.95, -3.40)  0.002
C (-3.75, -4.89, -2.89)  0.007
C (-3.57, -4.85, -1.52)  -0.009
N (-2.93, -3.98, -0.70)  0.000
H (1.18, -1.05, 3.99)  0.000
H (-0.25, 0.00, 4.27)  0.000
H (0.96, 0.46, 3.05)  0.000
H (-0.97, -2.06, 4.86)  0.000
H (-3.47, -5.07, 3.10)  0.000
H (-0.23, -2.00, 0.37)  -0.001
H (-5.17, -7.71, -0.57)  0.000
H (-5.51, -7.78, -3.01)  0.000
H (-4.63, -6.02, -4.46)  0.000
H (-3.34, -4.12, -3.53)  0.004
H (-2.40, -3.15, -0.95)  0.000
Cl (-0.54, 3.74, 3.55)  0.000
C (-1.72, 3.09, 2.46)  -0.002
C (-3.03, 3.53, 2.56)  0.000
C (-3.99, 3.02, 1.72)  0.000
Cl (-5.62, 3.61, 1.85)  0.000
C (-3.67, 2.04, 0.76)  0.003
C (-4.60, 1.45, -0.12)  -0.002
C (-4.17, 0.52, -1.03)  0.002
C (-2.82, 0.18, -1.07)  -0.009
N (-1.93, 0.71, -0.25)  -0.002
C (-2.32, 1.62, 0.65)  -0.012
C (-1.28, 2.16, 1.50)  0.013
O (-0.05, 1.82, 1.39)  0.005
H (-3.28, 4.28, 3.30)  0.000
H (-5.64, 1.74, -0.06)  0.000
H (-4.86, 0.06, -1.72)  0.000
H (-2.45, -0.54, -1.79)  0.002

---

# 2
Formula: C2H6N4
Source: OMol25
Level of theory: the ωB97M-V functional and the def2-TZVPD basis

Values from the calculation:
Multiplicity: 1
Energy above the lowest of the compared OMol25 structures with the same formula, charge and spin (kJ/mol): 173.5
Molar mass (g/mol): 86.10
Calculated total energy (Ha): -298.78283
HOMO-LUMO gap (eV): 10.087

Each line ends with the Mulliken charge.
Positions of all 12 atoms, in Å:
C (0.79, 0.14, -0.22)  0.569
C (-1.97, 0.31, 0.33)  -0.502
H (2.81, 0.11, 0.39)  0.231
H (1.90, -1.27, 0.80)  0.229
H (-0.27, 1.63, -0.75)  0.322
H (0.10, -1.72, -0.87)  0.298
H (-1.30, 1.04, 0.90)  0.368
H (-3.04, 0.41, 0.31)  0.285
N (2.01, -0.47, 0.16)  -0.538
N (0.67, 1.40, -0.39)  -0.690
N (-0.16, -0.89, -0.35)  0.044
N (-1.54, -0.69, -0.33)  -0.615

---

# 3
Formula: C32H54Br24FN3O6PS3
Source: OMol25
Level of theory: the ωB97M-V functional and the def2-TZVPD basis

Values from the calculation:
Multiplicity: 1
Energy above the lowest of the compared OMol25 structures with the same formula, charge and spin (kJ/mol): 740.0
Molar mass (g/mol): 2640.67
Calculated total energy (Ha): -65278.73252
Total charge: +1
HOMO-LUMO gap (eV): 7.567

Each line ends with the Mulliken charge.
Positions of all 124 atoms, in Å:
C (5.48, 0.50, -0.70)  -0.844
C (4.88, -0.95, -1.05)  1.040
N (3.39, -0.95, -1.24)  0.333
C (2.72, -1.97, -0.36)  -0.143
C (2.62, -1.41, 1.15)  0.172
C (3.06, -1.34, -2.63)  -0.014
S (3.40, -2.89, -3.19)  -0.136
S (2.26, -0.17, -3.81)  -0.215
C (1.77, 1.39, -2.90)  -0.839
C (0.71, 1.07, -1.69)  2.170
C (-0.08, 2.41, -1.41)  -1.800
C (-1.47, 2.30, -0.61)  -0.340
N (-2.50, 1.41, -1.28)  1.397
C (-3.38, 2.14, -2.28)  -0.599
C (-3.19, 1.57, -3.79)  0.105
C (-3.53, 0.04, -4.01)  -1.068
O (-1.83, 1.85, -4.25)  -0.515
C (-3.16, 0.41, -0.39)  -0.111
C (-2.07, -0.79, -0.19)  1.298
C (-2.45, -1.78, 1.03)  -0.793
C (-1.39, -3.01, 0.94)  -0.472
C (-1.69, -3.98, -0.34)  -0.349
O (-0.53, -3.99, -1.27)  -0.177
C (-0.96, -3.71, -2.60)  0.247
C (-0.22, -2.52, -3.37)  0.249
O (-1.84, -4.35, -3.21)  -0.511
C (-4.50, -0.30, -0.84)  -1.500
O (-4.34, -1.63, -1.44)  0.022
N (-5.60, -2.16, -1.60)  -0.013
O (-5.76, -2.39, -2.76)  -0.191
C (-3.48, 1.08, 1.06)  -0.557
S (-4.56, 2.59, 0.92)  -0.069
O (-2.20, 1.29, 1.67)  -0.366
C (-1.34, 2.20, 0.99)  0.226
F (-1.58, 3.50, 1.62)  -0.484
P (0.44, 1.75, 1.62)  0.667
C (1.40, 3.34, 2.01)  -0.939
C (0.18, 0.68, 3.15)  -0.260
H (6.06, 0.90, -1.61)  0.288
H (6.24, 0.39, 0.16)  0.224
H (4.70, 1.27, -0.40)  0.141
H (5.11, -1.63, -0.15)  0.310
H (5.47, -1.36, -1.94)  -1.091
H (3.34, -2.93, -0.30)  0.627
H (1.66, -2.13, -0.77)  -0.509
H (3.68, -1.28, 1.55)  -0.468
H (2.07, -2.23, 1.75)  0.375
H (2.02, -0.43, 1.21)  -0.225
H (1.35, 2.15, -3.64)  0.520
H (2.70, 1.82, -2.40)  0.350
H (1.35, 0.66, -0.84)  -0.705
H (0.09, 0.19, -2.08)  -0.775
H (0.63, 3.14, -0.89)  0.197
H (-0.33, 2.89, -2.43)  0.767
H (-1.88, 3.38, -0.71)  0.508
H (-1.93, 0.81, -1.93)  -0.461
H (-4.47, 2.22, -1.97)  0.423
H (-3.07, 3.24, -2.44)  0.429
H (-3.88, 2.21, -4.45)  0.342
H (-2.84, -0.62, -3.36)  0.157
H (-3.24, -0.22, -5.09)  0.466
H (-4.62, -0.24, -3.89)  0.246
H (-1.50, 1.12, -4.82)  0.375
H (-1.86, -1.35, -1.17)  -0.207
H (-1.04, -0.36, 0.11)  -0.503
H (-2.41, -1.27, 2.05)  0.478
H (-3.48, -2.28, 0.88)  0.201
H (-1.29, -3.57, 1.92)  0.676
H (-0.37, -2.51, 0.73)  -0.147
H (-2.54, -3.48, -0.95)  -0.198
H (-1.96, -5.04, -0.03)  0.662
H (0.52, -2.87, -4.16)  0.527
H (-0.94, -1.76, -3.83)  0.057
H (0.39, -1.95, -2.58)  -0.760
H (-5.22, 0.26, -1.52)  0.410
H (-5.11, -0.51, 0.12)  0.728
H (-4.04, 0.35, 1.75)  0.818
H (-5.83, 2.34, 1.42)  0.118
H (1.49, 4.04, 1.11)  0.368
H (2.47, 3.03, 2.28)  0.142
H (1.01, 3.90, 2.93)  0.338
H (1.14, 0.53, 3.74)  -0.086
H (-0.19, -0.34, 2.77)  -0.020
H (-0.66, 1.09, 3.82)  0.405
C (4.43, -0.20, 4.95)  0.007
Br (5.48, -0.99, 3.53)  -0.001
Br (3.68, 1.51, 4.42)  0.058
Br (3.06, -1.41, 5.61)  -0.021
H (5.11, 0.00, 5.78)  -0.081
C (-4.67, -7.30, -2.95)  -0.384
Br (-3.10, -7.92, -2.00)  -0.033
Br (-4.95, -5.39, -2.71)  0.053
Br (-4.63, -7.79, -4.82)  -0.014
H (-5.53, -7.80, -2.50)  0.382
C (-7.73, 4.80, 3.33)  -0.280
Br (-7.52, 6.04, 1.86)  0.002
Br (-8.80, 5.55, 4.76)  0.022
Br (-8.42, 3.09, 2.74)  -0.019
H (-6.74, 4.62, 3.74)  0.337
C (0.89, -6.52, 1.54)  -0.444
Br (-0.07, -4.90, 1.05)  0.096
Br (2.44, -6.13, 2.64)  -0.084
Br (-0.28, -7.82, 2.38)  -0.070
H (1.25, -6.97, 0.62)  0.407
C (6.50, 2.12, 8.11)  -0.312
Br (7.56, 1.33, 6.69)  -0.006
Br (5.75, 3.83, 7.58)  -0.005
Br (5.14, 0.91, 8.76)  -0.008
H (7.18, 2.32, 8.94)  0.342
C (8.75, -1.34, -3.31)  -0.262
Br (9.08, 0.07, -2.02)  -0.071
Br (9.99, -2.81, -3.10)  -0.001
Br (6.91, -1.94, -3.27)  0.015
H (8.93, -0.91, -4.30)  0.269
C (-11.34, 7.96, 6.36)  -0.081
Br (-13.11, 8.53, 5.81)  -0.007
Br (-10.23, 9.47, 6.87)  0.004
Br (-11.42, 6.62, 7.76)  -0.006
H (-10.87, 7.50, 5.49)  0.046
C (11.92, 1.77, -4.54)  -0.032
Br (13.85, 1.73, -4.38)  0.003
Br (11.25, 3.58, -4.72)  -0.003
Br (11.29, 0.63, -5.98)  -0.024
H (11.51, 1.37, -3.62)  0.061

---

# 4
Formula: C3H6NO2S
Source: OMol25
Level of theory: the ωB97M-V functional and the def2-TZVPD basis

Values from the calculation:
Multiplicity: 1
Energy above the lowest of the compared OMol25 structures with the same formula, charge and spin (kJ/mol): 24.3
Molar mass (g/mol): 120.15
Calculated total energy (Ha): -721.39938
Total charge: -1
HOMO-LUMO gap (eV): 6.982

Each line ends with the Mulliken charge.
Positions of all 13 atoms, in Å:
C (0.83, -0.28, -0.12)  -0.576
C (0.24, 1.05, 0.30)  -0.659
S (1.27, 2.13, 1.36)  -0.282
N (-0.12, -1.35, -0.22)  -0.226
C (-1.22, -1.20, -1.16)  0.522
O (-1.01, -0.52, -2.17)  -0.712
O (-2.26, -1.80, -0.78)  -0.782
H (1.44, -0.13, -1.03)  0.208
H (1.55, -0.61, 0.65)  0.452
H (-0.19, 1.57, -0.55)  0.414
H (-0.68, 0.82, 0.86)  0.322
H (0.36, 2.33, 2.30)  0.098
H (-0.21, -1.99, 0.55)  0.221